# C37H70Br24FI2N4O

13 unconnected molecules or ions with the total composition C37H70Br24FI2N4O in a non-equilibrium geometry (ωB97M-V/def2-TZVPD, the OMol25 dataset).

Geometry as XYZ:
```
139
Properties=species:S:1:pos:R:3:forces:R:3:mulliken_charge:R:1
C 5.6261 -3.4822 -1.2312 -0.19 0.75 -0.30 -1.081
C 5.7018 -1.9881 -1.6496 -0.50 -1.07 1.04 -0.220
C 4.3858 -1.2855 -1.3132 0.17 0.74 -0.61 -0.302
C 3.4563 -1.1308 -2.5264 0.23 -0.38 1.07 -0.995
N 2.3725 -0.2054 -2.1720 1.18 -1.15 -0.81 0.238
C 2.3906 1.1188 -2.0193 -1.39 0.34 0.45 0.227
N 3.4375 1.9293 -2.1642 0.06 -0.49 0.26 0.171
C 3.3987 3.3275 -1.9344 -0.21 0.00 -0.30 -0.325
I 2.1809 4.0651 -0.3897 0.36 0.27 0.22 0.166
C 4.1403 4.1550 -2.6640 0.02 0.06 0.00 0.351
C 4.1561 5.6361 -2.4796 0.12 0.12 -0.07 -1.243
I 5.3978 3.4045 -4.1795 -0.16 0.00 0.15 0.055
N 1.1535 1.5288 -1.6530 1.01 0.87 -0.47 -0.277
C 0.3864 0.4819 -1.5569 -0.59 -0.05 0.02 -1.135
C -1.0154 0.6092 -1.1173 0.10 -0.62 0.07 1.311
C -2.0895 0.3855 -2.1870 -0.36 0.32 0.37 -0.399
O -3.2754 0.9838 -1.7242 0.12 -0.15 -0.32 -0.074
C -3.7808 0.3809 -0.5453 -0.92 -0.08 0.79 0.868
C -5.2611 0.0788 -0.6749 0.68 -0.22 -0.27 -1.039
N 1.1010 -0.5935 -1.8767 -0.85 0.48 0.02 0.603
F 0.7038 -1.8638 -1.9149 0.44 -0.02 -0.35 -0.157
H 6.2021 -4.0988 -1.9075 0.11 -0.31 0.03 0.359
H 4.5846 -3.7967 -1.2154 -0.09 -0.35 -0.19 0.142
H 5.9899 -3.5907 -0.2170 0.15 -0.18 0.13 0.373
H 6.4635 -1.5492 -1.0211 0.44 0.32 -0.31 -0.194
H 5.9673 -1.9094 -2.6976 0.07 0.28 -0.17 0.428
H 3.8350 -1.7966 -0.5281 0.00 -0.14 0.17 0.329
H 4.5969 -0.2810 -0.9422 0.04 0.12 0.09 0.498
H 3.9849 -0.7685 -3.4022 -0.11 0.21 -0.16 0.443
H 3.0216 -2.0983 -2.7447 -0.25 -0.06 -0.34 0.391
H 4.3231 1.5324 -2.4501 0.03 0.08 -0.05 0.217
H 4.4455 5.8974 -1.4668 0.09 0.03 0.19 0.351
H 4.8389 6.1229 -3.1659 0.05 0.02 -0.07 0.376
H 3.1574 6.0334 -2.6431 -0.15 0.07 -0.04 0.230
H -1.1548 -0.0377 -0.2545 -0.19 -0.26 0.08 0.302
H -1.1283 1.6296 -0.7693 0.08 0.26 -0.06 -0.613
H -2.2736 -0.6695 -2.4059 0.23 -0.16 -0.01 0.171
H -1.8163 0.9081 -3.1001 0.04 -0.01 -0.15 0.388
H -3.6591 1.0366 0.3213 0.39 0.33 -0.09 -0.204
H -3.2986 -0.5635 -0.2917 0.34 0.13 -0.30 -0.459
H -5.8043 0.9297 -1.0677 -0.22 0.04 0.00 0.178
H -5.3597 -0.7821 -1.3305 -0.32 0.13 -0.15 0.082
H -5.6445 -0.2058 0.3002 -0.19 0.02 0.13 0.441
Br -2.2657 4.1458 0.3656 0.07 -0.01 -0.03 0.079
C -1.4612 3.0476 1.7577 -0.35 -0.03 -0.04 -0.047
C -1.2610 3.8273 3.0279 0.25 -0.01 0.12 -0.452
Br 0.2748 5.0123 2.8860 0.00 0.05 -0.07 -0.171
H -0.5354 2.6532 1.3493 0.10 0.05 0.08 -0.387
H -2.1603 2.2289 1.9164 -0.01 -0.02 0.07 0.385
H -1.0274 3.1605 3.8540 -0.03 -0.04 -0.05 0.239
H -2.1172 4.4410 3.2907 -0.03 0.01 -0.09 0.357
Br 0.9472 -1.6889 1.0787 0.06 0.02 0.37 -0.095
C 1.5907 0.0848 1.5798 0.16 -0.12 0.03 0.821
C 1.7181 0.2301 3.0730 -0.19 0.27 0.13 -0.829
Br -0.0058 0.4784 3.9472 0.26 -0.27 -0.13 -0.136
H 0.9038 0.8039 1.1429 -0.01 0.05 0.07 -0.815
H 2.5656 0.1812 1.1041 0.04 0.02 0.02 0.137
H 2.2891 1.1248 3.3139 0.03 0.00 -0.08 0.473
H 2.1828 -0.6312 3.5420 0.02 -0.03 -0.05 0.500
Br -3.5584 -5.8666 -1.0768 -0.02 0.09 -0.04 -0.125
C -2.3496 -4.3567 -1.2469 -0.02 -0.34 -0.05 -0.251
C -1.8949 -3.8643 0.1027 -0.01 0.21 -0.12 0.054
Br -3.3015 -2.8420 0.9792 0.06 -0.15 -0.12 -0.027
H -2.8739 -3.5966 -1.8195 0.00 0.06 0.07 0.275
H -1.5069 -4.7294 -1.8269 0.05 0.05 0.09 0.012
H -1.0542 -3.1784 0.0011 -0.09 -0.02 -0.05 -0.540
H -1.6207 -4.6692 0.7766 -0.04 -0.08 -0.01 0.581
Br -2.2958 7.9470 -1.8033 -0.01 -0.03 -0.04 -0.084
C -2.4854 6.6352 -3.2242 -0.06 0.15 0.26 -0.355
C -1.4589 5.5412 -3.1065 0.09 -0.13 -0.22 -0.156
Br 0.2961 6.1180 -3.7261 -0.01 -0.02 0.07 -0.169
H -2.4275 7.1704 -4.1666 0.03 -0.04 -0.03 0.482
H -3.4876 6.2282 -3.1015 0.01 -0.01 -0.05 0.068
H -1.7184 4.7014 -3.7488 -0.04 0.01 -0.02 0.337
H -1.3345 5.1903 -2.0864 0.02 0.05 0.00 -0.103
Br 3.3956 -7.5091 -0.8813 -0.02 -0.03 -0.06 -0.068
C 3.3974 -6.8062 -2.6924 0.18 0.02 0.32 -0.709
C 2.3983 -5.6907 -2.8437 -0.11 0.02 -0.31 -0.322
Br 0.5800 -6.3684 -2.9596 -0.03 0.05 0.08 -0.154
H 3.2031 -7.6395 -3.3596 -0.06 0.04 -0.04 0.476
H 4.4074 -6.4380 -2.8595 -0.02 0.06 -0.05 0.347
H 2.5621 -5.1522 -3.7757 0.04 -0.04 -0.03 0.386
H 2.4236 -4.9925 -2.0127 0.04 -0.05 0.08 0.069
Br -2.4506 0.3726 6.2428 -0.19 0.04 0.00 -0.173
C -1.5758 -0.7437 7.5754 -0.16 0.02 0.10 -0.507
C -1.3603 -0.0052 8.8676 0.24 0.08 0.03 -0.663
Br 0.1283 1.2412 8.7358 -0.07 0.04 -0.02 -0.143
H -0.6545 -1.0972 7.1262 0.03 0.02 0.03 0.367
H -2.2483 -1.5840 7.7208 0.00 0.00 0.03 0.355
H -1.0863 -0.7001 9.6580 -0.02 -0.05 -0.04 0.389
H -2.2271 0.5700 9.1759 -0.03 -0.02 -0.03 0.380
Br -7.2668 -2.7400 -1.5497 -0.12 -0.31 0.03 -0.118
C -7.6997 -2.7300 -3.4459 0.18 0.03 0.15 -0.548
C -7.9624 -1.3231 -3.9071 -0.20 0.07 -0.23 -0.163
Br -9.6964 -0.6545 -3.3428 0.05 -0.01 0.06 -0.107
H -8.5369 -3.4055 -3.5863 -0.07 0.08 -0.02 0.404
H -6.8247 -3.1322 -3.9524 0.00 0.01 0.00 0.336
H -7.9736 -1.2680 -4.9938 0.02 -0.05 0.00 0.375
H -7.2274 -0.6258 -3.5185 0.06 -0.07 -0.02 -0.200
Br -1.3949 -3.7277 5.8161 0.03 -0.17 -0.14 -0.166
C -2.3167 -3.1151 4.2124 0.12 0.19 0.18 -0.123
C -3.8068 -3.2846 4.3274 -0.15 -0.17 -0.10 -0.547
Br -4.3387 -5.1395 4.0870 0.03 0.05 0.05 -0.128
H -1.8924 -3.6649 3.3782 -0.05 -0.02 0.08 0.170
H -2.0591 -2.0609 4.1207 -0.03 0.00 -0.01 0.105
H -4.3124 -2.7350 3.5364 0.04 0.00 0.10 0.201
H -4.1927 -2.9674 5.2907 0.06 0.03 0.03 0.450
Br 3.8221 -9.7606 1.9482 0.02 0.05 -0.01 -0.151
C 5.3934 -8.9192 2.7256 -0.10 -0.24 -0.02 -0.582
C 5.0345 -8.0565 3.9046 0.12 0.22 -0.01 -0.563
Br 4.2373 -6.3718 3.3387 -0.06 -0.04 0.01 -0.119
H 5.8778 -8.3623 1.9300 0.00 0.05 0.02 0.360
H 6.0358 -9.7407 3.0347 0.00 0.03 0.06 0.340
H 5.9273 -7.7796 4.4606 0.02 -0.02 -0.03 0.332
H 4.3248 -8.5315 4.5735 -0.02 -0.03 -0.03 0.370
Br -3.2890 10.2947 0.8562 0.02 -0.05 0.02 -0.146
C -4.7386 9.1258 1.4170 0.01 0.23 -0.10 -0.481
C -4.5561 8.6385 2.8281 -0.06 -0.24 0.03 -0.589
Br -3.2029 7.2425 2.9229 0.09 0.06 0.01 -0.067
H -4.7797 8.3147 0.6964 0.00 -0.05 0.02 0.240
H -5.6405 9.7283 1.3355 -0.01 -0.01 0.06 0.351
H -5.4724 8.1789 3.1920 -0.02 0.01 -0.04 0.355
H -4.2491 9.4219 3.5127 0.02 0.04 -0.04 0.371
Br -6.8709 2.1435 -3.5785 -0.06 0.20 -0.03 -0.137
C -5.4805 3.5051 -3.5643 0.06 -0.27 -0.04 -0.476
C -5.0054 3.8043 -2.1664 -0.10 0.17 0.08 1.008
Br -6.2760 4.9068 -1.1921 0.02 -0.03 0.02 -0.076
H -5.8888 4.3744 -4.0694 -0.01 0.04 0.04 0.474
H -4.6676 3.0903 -4.1571 0.04 0.00 0.03 0.332
H -4.0843 4.3841 -2.1935 0.02 -0.10 -0.01 -0.680
H -4.8477 2.9073 -1.5764 0.07 0.05 -0.10 -0.467
Br 9.7551 -2.4327 -1.5506 -0.09 0.05 -0.03 -0.137
C 10.1990 -0.5408 -1.6646 0.14 -0.22 -0.01 -0.595
C 10.2054 0.1109 -0.3082 -0.09 0.17 -0.05 -0.566
Br 8.3953 0.4166 0.3381 -0.04 -0.01 0.07 -0.136
H 9.4806 -0.0913 -2.3420 0.00 0.05 0.03 0.350
H 11.1903 -0.5023 -2.1103 0.01 0.02 0.04 0.363
H 10.6650 1.0952 -0.3600 -0.01 0.00 -0.03 0.346
H 10.7101 -0.4835 0.4459 0.00 -0.05 -0.03 0.372
```
Forces are in eV/Å.

Output
Energy relative to the best compared isomer or geometry (same formula, charge and spin), eV: 0.000
Net charge: +1
Kohn-Sham gap, eV: 8.737
LUMO level, eV: -2.52
DFT total energy, Eh: -64217.35550

# C37H70N2O16S8

7 unconnected molecules or ions with the total composition C37H70N2O16S8 in a non-equilibrium geometry (ωB97M-V/def2-TZVPD, the OMol25 dataset).

Geometry as XYZ:
```
133
Properties=species:S:1:pos:R:3:forces:R:3:mulliken_charge:R:1
C 2.7028 4.0856 3.1639 0.31 1.05 -0.82 -0.997
C 2.8828 3.5467 1.6871 -0.57 0.23 0.31 -0.769
C 2.1110 2.2027 1.3604 1.26 0.04 -1.09 0.300
C 3.1227 1.0004 1.5011 -0.15 -0.48 0.10 -0.873
C 2.7230 -0.2664 0.6071 0.41 1.46 1.17 -0.038
S 4.2736 -1.2800 0.4991 -0.36 -0.69 -2.89 1.197
O 4.9067 -0.8864 -0.7570 -0.09 0.12 2.06 -0.675
O 3.9552 -2.7005 0.5734 0.35 1.53 1.04 -0.623
O 5.2295 -0.7710 1.7623 -1.18 -0.34 -0.83 -0.448
C 4.4018 -0.7246 2.9450 -2.20 -0.38 0.29 -1.248
C 3.4217 0.5419 2.9816 0.62 -0.48 0.05 0.885
C 2.1445 0.0419 3.7804 1.39 0.86 0.18 -0.768
C 1.3941 1.1519 4.5938 -1.26 -0.88 0.53 0.349
C 0.2305 0.4262 5.4246 0.53 -0.25 -0.60 -0.985
C -1.1719 0.5430 4.7129 -0.31 0.58 1.16 -0.782
S -1.2789 -0.6041 3.2704 -0.10 0.77 -0.65 -0.084
C -2.5746 -0.0628 2.1435 -1.18 -1.70 0.35 0.043
N -3.4534 -1.0058 1.7206 2.03 3.12 0.85 -0.031
N -4.2775 -0.3498 0.8558 0.22 2.68 -0.74 -0.289
C -3.9031 0.9290 0.7944 -0.10 -1.76 0.30 0.007
O -2.7953 1.1810 1.6076 -0.84 -1.80 -0.23 -0.216
H 1.7031 3.8586 3.6137 1.03 -0.02 -0.36 0.184
H 3.5683 3.7632 3.7934 -1.01 0.06 -0.21 0.234
H 2.7629 5.2134 3.1020 -0.01 -1.12 0.26 0.397
H 3.9923 3.4452 1.5033 -1.17 -0.11 0.06 0.234
H 2.5333 4.3218 0.9492 0.22 -0.65 0.84 0.472
H 1.8434 2.2551 0.2655 0.15 -0.15 1.15 0.004
H 1.1450 2.0718 1.9056 0.90 0.11 -0.27 0.056
H 4.0964 1.3577 1.0521 -0.99 -0.29 0.48 0.615
H 2.4504 0.1621 -0.3938 0.55 -1.00 0.75 0.043
H 1.8615 -0.8410 1.0238 0.88 0.22 -0.37 0.242
H 3.7063 -1.6184 2.8759 0.84 0.71 0.30 0.505
H 4.9708 -0.8479 3.8980 0.01 0.26 -1.12 0.412
H 3.9745 1.3546 3.5391 -0.82 -0.62 -0.56 0.269
H 1.4987 -0.5167 3.0596 0.25 0.55 0.80 -0.189
H 2.5344 -0.6962 4.5443 -0.54 0.61 -0.73 0.469
H 2.0515 1.6973 5.3225 -0.29 -0.63 -0.85 0.427
H 0.8793 1.9248 3.9736 0.69 -0.67 0.28 -0.386
H 0.5044 -0.6630 5.5175 -0.32 0.94 0.02 0.365
H 0.2058 0.8236 6.4749 -0.39 -0.23 -1.04 0.374
H -1.9780 0.2451 5.4433 0.74 0.41 -0.84 0.490
H -1.3148 1.6105 4.4096 -0.07 -0.97 0.10 0.385
H -4.3451 1.7550 0.1922 0.49 -0.93 0.79 0.399
O 0.3814 0.9077 -1.0961 -0.01 0.14 0.00 -0.495
S 0.0146 1.0198 -2.4929 -0.22 0.15 -0.54 1.034
O -0.0253 2.2871 -3.1734 -1.29 -0.55 2.22 -0.590
C 1.0250 -0.1121 -3.4352 0.20 -0.42 -0.12 -0.711
C 0.2395 -1.4192 -3.4217 -0.06 -0.04 0.11 -0.565
C -1.2225 -1.0297 -3.6615 -0.03 -0.12 -0.11 -0.760
C -1.5372 0.1568 -2.7464 -0.37 -0.35 -0.04 -0.502
H 2.0108 -0.1979 -2.9793 -0.03 0.16 0.02 0.540
H 1.1126 0.2854 -4.4472 0.00 0.13 0.11 0.245
H 0.6036 -2.1124 -4.1808 0.01 0.03 0.06 0.396
H 0.3367 -1.9044 -2.4460 0.03 0.00 -0.05 0.226
H -1.3534 -0.7338 -4.7063 0.03 0.01 0.05 0.288
H -1.8992 -1.8638 -3.4706 0.01 0.07 0.01 0.431
H -2.2563 0.8369 -3.2000 0.11 0.11 0.16 0.408
H -1.9019 -0.1743 -1.7732 0.07 0.07 0.00 0.090
O -7.2223 1.2569 1.5703 0.14 0.20 -0.23 -0.690
S -7.5800 0.4911 0.3990 0.10 -0.58 -0.09 1.317
O -6.8110 0.5514 -0.8214 0.08 0.47 0.19 -0.706
C -7.7780 -1.2174 0.8761 -0.18 -0.35 0.22 -0.523
C -9.2417 -1.3255 1.2883 -0.06 0.09 0.04 -0.691
C -10.0305 -0.5378 0.2371 -0.10 -0.12 -0.02 -0.614
C -9.3069 0.7952 0.0242 -0.53 0.05 -0.11 -0.770
H -7.0850 -1.4604 1.6794 0.15 0.10 -0.16 0.311
H -7.5688 -1.8338 0.0009 0.11 0.08 0.04 0.357
H -9.5658 -2.3653 1.3426 0.04 0.05 0.01 0.355
H -9.3874 -0.8737 2.2739 0.03 -0.05 -0.03 0.331
H -10.0493 -1.1004 -0.7004 0.02 0.03 0.05 0.288
H -11.0656 -0.3787 0.5437 0.05 0.02 -0.04 0.328
H -9.3963 1.1435 -1.0036 0.17 0.09 0.09 0.347
H -9.6701 1.5619 0.7088 0.15 -0.01 0.00 0.355
O -3.6968 -4.5904 -0.6274 -0.25 0.07 -0.01 -0.688
S -4.0176 -4.6110 0.7808 0.09 0.19 0.38 1.171
O -5.2280 -4.0180 1.2997 -0.07 -0.04 -0.40 -0.621
C -3.9046 -6.2977 1.3618 0.15 -0.47 0.05 -0.999
C -2.4474 -6.4576 1.7810 0.07 0.10 0.03 -0.220
C -2.0905 -5.1702 2.5307 0.00 0.04 -0.04 -0.776
C -2.6106 -3.9930 1.6993 0.37 -0.13 0.42 -0.259
H -4.2015 -6.9827 0.5690 -0.11 0.16 -0.04 0.438
H -4.5735 -6.4004 2.2177 0.00 0.06 -0.06 0.369
H -2.3047 -7.3430 2.4014 -0.11 0.06 0.00 0.263
H -1.8110 -6.5581 0.8958 -0.07 0.02 -0.01 0.097
H -2.5781 -5.1726 3.5099 0.02 -0.04 -0.05 0.280
H -1.0198 -5.0879 2.7001 -0.12 0.01 0.00 0.423
H -2.9278 -3.1659 2.3273 -0.11 0.00 -0.26 0.228
H -1.8644 -3.6495 0.9823 -0.15 0.01 -0.07 0.379
O 1.2447 2.7904 -4.8174 1.60 0.72 -1.53 -0.567
S 1.9165 4.0157 -5.1678 -0.05 -0.11 -0.38 0.943
O 2.9591 4.5824 -4.3405 -0.30 -0.58 0.08 -0.737
C 2.5194 3.8791 -6.8456 0.12 0.10 -0.44 -0.714
C 1.3599 4.3719 -7.7033 -0.12 -0.01 -0.02 -0.552
C 0.8141 5.6131 -6.9912 0.07 0.11 -0.11 -0.582
C 0.6816 5.2692 -5.5044 -0.32 0.40 -0.12 -0.690
H 2.8020 2.8487 -7.0546 0.02 0.01 0.20 0.384
H 3.3871 4.5343 -6.9430 -0.03 -0.03 0.05 0.339
H 1.6823 4.5975 -8.7205 -0.01 -0.03 0.05 0.378
H 0.5817 3.6050 -7.7572 0.07 0.00 -0.01 0.263
H 1.5163 6.4421 -7.1161 -0.03 -0.05 0.02 0.291
H -0.1430 5.9297 -7.4079 0.05 -0.01 0.05 0.338
H 0.8673 6.1367 -4.8722 0.02 -0.16 0.11 0.430
H -0.2967 4.8460 -5.2761 0.13 -0.11 0.09 0.299
O 0.2671 -6.7441 3.4866 -0.05 -0.07 0.22 -0.605
S 0.0846 -8.1573 3.7039 0.07 -0.47 -0.04 1.152
O -0.9894 -8.6772 4.5150 -0.04 0.40 -0.01 -0.710
C 0.0611 -8.9789 2.1167 0.17 -0.17 -0.40 -0.402
C 1.5250 -9.2966 1.8350 0.12 0.06 0.01 -0.745
C 2.1017 -9.8090 3.1580 0.04 -0.14 -0.06 -0.652
C 1.6396 -8.8529 4.2616 0.45 -0.25 0.13 -0.671
H -0.3888 -8.3288 1.3695 -0.05 0.04 0.15 0.226
H -0.5265 -9.8923 2.2235 -0.02 0.08 0.07 0.372
H 1.6283 -10.0321 1.0365 -0.02 0.05 0.03 0.385
H 2.0527 -8.3888 1.5291 -0.06 -0.03 -0.02 0.322
H 1.7183 -10.8137 3.3569 0.01 0.06 -0.01 0.298
H 3.1900 -9.8749 3.1255 -0.06 0.01 0.03 0.336
H 1.4830 -9.3727 5.2056 -0.11 0.18 0.00 0.332
H 2.3438 -8.0328 4.4013 -0.15 0.05 -0.02 0.365
O 4.6235 8.3993 -5.3082 -0.22 0.18 0.01 -0.683
S 4.3436 8.4273 -3.8913 -0.03 -0.36 0.39 1.233
O 3.1393 9.0213 -3.3597 -0.01 0.11 -0.40 -0.695
C 4.5074 6.7720 -3.2485 0.35 -0.24 0.02 -0.085
C 5.9791 6.6597 -2.8675 0.07 0.10 -0.01 -0.740
C 6.3346 7.9820 -2.1799 0.08 -0.08 0.12 -0.641
C 5.7665 9.1132 -3.0416 0.42 0.22 0.27 -0.648
H 4.2020 6.0496 -4.0032 -0.03 0.32 0.15 0.067
H 3.8664 6.6907 -2.3693 -0.04 0.04 -0.09 0.275
H 6.1592 5.8035 -2.2165 -0.03 0.02 -0.06 0.377
H 6.5899 6.5358 -3.7665 -0.05 -0.04 0.03 0.333
H 5.8774 8.0101 -1.1868 0.00 -0.01 -0.06 0.291
H 7.4121 8.0919 -2.0469 -0.06 0.03 0.00 0.335
H 5.4501 9.9617 -2.4367 -0.10 0.01 -0.19 0.332
H 6.4830 9.4412 -3.7949 -0.13 -0.02 -0.05 0.352
```
Forces are in eV/Å.

Output
Net charge: 0
Kohn-Sham gap, eV: 9.429
LUMO level, eV: 0.48
SMILES: CCC[C@@H]1CS(=O)(=O)OC[C@@H]1CCCCSc1nnco1.O=S1(=O)CCCC1.O=S1(=O)CCCC1.O=S1(=O)CCCC1.O=S1(=O)CCCC1.O=S1(=O)CCCC1.O=S1(=O)CCCC1
DFT total energy, Eh: -5950.48979